i | 15
Properties=species:S:1:pos:R:3:mulliken_charge:R:1 method="wB97M-V/def2-TZVPD" homo_energy_ev=-7.75 total_charge=0 homo_lumo_gap_ev=8.697
C -1.82785 0.31854 -0.74901 -0.019
C -2.11953 0.16933 0.73344 -0.758
C 1.76854 -0.60256 0.78914 -0.409
C 1.88627 -0.54378 -0.72062 -0.608
C -0.50711 0.62749 -0.16604 0.055
C 0.85776 0.24569 -0.00727 0.142
S 0.52419 2.04176 0.06754 -0.310
H -1.87569 -0.58657 -1.34797 0.260
H -2.32891 1.14248 -1.24579 0.218
H -2.50555 1.01209 1.26931 0.271
H -2.06492 -0.78981 1.20718 0.278
H 1.38953 -1.50120 1.25144 0.234
H 2.52886 -0.09803 1.36702 0.206
H 2.73146 -0.03856 -1.15881 0.213
H 1.54294 -1.39686 -1.28957 0.228



ii | 15
Properties=species:S:1:pos:R:3:mulliken_charge:R:1 method="wB97M-V/def2-TZVPD" smiles="CC1=C2C[C@@H]2CS1" homo_energy_ev=-8.03 total_charge=0 homo_lumo_gap_ev=8.846
C -0.71135 0.06780 -0.08523 -0.077
C 0.02972 0.68578 0.76674 0.493
C -1.00478 -1.16902 -0.87424 -0.685
C 1.25598 0.24286 -1.63123 -0.646
C -0.29885 -0.03602 -1.53813 -0.040
C 0.04858 1.04687 2.17998 -1.230
S 1.64444 1.32057 -0.22785 -0.226
H -0.28255 -1.91643 -0.65068 0.264
H -2.03495 -1.57321 -1.25802 0.230
H 1.95662 -0.62246 -1.49740 0.291
H 1.44307 0.70566 -2.59397 0.351
H -0.90355 0.57491 -2.22571 0.306
H 0.56265 0.26781 2.91726 0.218
H -0.93235 1.17672 2.53766 0.353
H 0.50077 1.98274 2.23701 0.397



Of them, ii has the highest stability.



i | 17
Properties=species:S:1:pos:R:3:mulliken_charge:R:1 method="wB97M-V/def2-TZVPD" homo_energy_ev="-0.62 / -0.65" total_charge=-1 homo_lumo_gap_ev="4.327 / 4.354"
C -1.41610 1.59008 -0.27117 -0.758
C -1.49798 0.44482 -1.22428 -0.576
C -0.30250 0.57705 -0.27963 -0.067
C 0.74977 -1.47605 0.70716 -1.149
C -0.24242 -0.36163 0.88841 -0.304
N 3.50008 -0.81276 -0.27244 -0.487
O 3.44447 0.43076 -0.63598 -0.460
H -1.24095 2.57274 -0.54585 0.314
H -2.17345 1.78595 0.50447 0.188
H -2.14666 -0.32400 -0.65242 0.185
H -1.41887 0.68155 -2.25367 0.315
H 1.70339 -1.16217 0.39523 0.193
H 0.68928 -2.22021 -0.07968 0.365
H 0.87120 -2.24896 1.56770 0.268
H 0.11579 0.32663 1.66460 0.178
H -1.20205 -0.82632 1.26616 0.338
H 0.56700 1.02254 -0.77860 0.455



ii | 17
Properties=species:S:1:pos:R:3:mulliken_charge:R:1 method="wB97M-V/def2-TZVPD" homo_energy_ev=-1.12 total_charge=-1 homo_lumo_gap_ev=4.854
C 0.55766 0.20665 -0.72827 -0.078
C -0.87678 -0.14784 -0.77635 -0.923
C -1.86500 0.71761 -0.30410 0.005
C -3.22387 0.52777 -0.09683 -1.095
N 1.44437 -0.93815 -0.43320 -0.347
C 2.71858 -0.29886 -0.12113 0.156
O 3.11843 0.94046 0.02352 -0.580
H 1.01970 0.63870 -1.63562 0.266
H 0.58372 1.02250 0.01370 0.252
H -0.96719 -1.23837 -0.75142 0.187
H -1.61064 1.77293 -0.18840 0.215
H 0.60734 -0.90252 2.26137 -0.107
H -3.64013 -0.42124 -0.36532 0.318
H -3.77247 1.28576 0.43660 0.211
H 0.42923 -1.60995 2.14495 0.116
H 3.62051 -0.93870 -0.14746 0.414
H 1.85653 -0.61675 0.66796 -0.010



Of them, i has the highest stability.



i | 16
Properties=species:S:1:pos:R:3:mulliken_spin:R:1 method="wB97M-V/def2-TZVPD" homo_energy_ev="1.51 / -7.06" total_charge=-1 s2=0.750 multiplicity=2 homo_lumo_gap_ev="2.816 / 11.531"
C -1.34038 0.52635 -1.27646 1.063
C -0.54749 1.52835 -1.96579 1.146
H -2.09758 0.81519 -0.61340 -0.261
H -1.74454 -0.30779 -2.03217 -0.685
H -0.81899 -0.18418 -0.53987 0.762
H 0.44289 0.97926 -2.22366 -0.276
H -0.28489 2.54640 -1.55173 -0.088
H -1.14068 1.78682 -2.88016 -0.573
C 1.07167 -1.77246 1.53770 1.130
C 0.84583 -0.21878 1.70862 -1.722
H 1.09146 -2.30081 2.49954 -0.238
H 0.09730 -2.18176 1.08628 -0.169
H 1.87222 -1.89795 0.82575 -0.307
H 1.79815 0.27000 2.01316 -0.201
H 0.13990 -0.01093 2.51972 -0.253
H 0.46701 0.10506 0.87205 1.673



ii | 16
Properties=species:S:1:pos:R:3:mulliken_spin:R:1 method="wB97M-V/def2-TZVPD" homo_energy_ev="1.52 / -7.51" total_charge=-1 s2=0.750 multiplicity=2 homo_lumo_gap_ev="2.801 / 12.015"
C -0.31018 -2.44337 -1.75412 1.081
C -0.97757 -1.32635 -0.95461 0.810
H -0.77224 -3.39695 -1.53334 -0.192
H -0.45488 -2.30059 -2.84906 -0.239
H 0.78252 -2.32899 -1.54455 -0.446
H -0.51328 -0.36580 -1.07762 0.244
H -0.89071 -1.54355 0.17376 -0.476
H -2.03907 -1.21263 -1.20129 -0.347
C 0.64799 2.38462 0.85998 1.548
C 0.61613 1.30545 1.92202 0.820
H 0.52628 2.09615 -0.22686 -0.488
H 0.05887 3.29948 0.94296 -0.294
H 1.66419 2.87184 0.72603 -0.272
H 0.60516 1.74406 2.92781 -0.207
H 1.37787 0.51290 1.78842 -0.419
H -0.32107 0.70372 1.80046 -0.122



iii | 16
Properties=species:S:1:pos:R:3:mulliken_spin:R:1 method="wB97M-V/def2-TZVPD" homo_energy_ev="1.52 / -7.50" total_charge=-1 s2=0.750 multiplicity=2 homo_lumo_gap_ev="2.916 / 11.972"
C -2.01155 -0.93460 1.23641 1.171
C -0.69332 -1.05276 1.90924 1.462
H -2.10775 -0.04877 0.56321 -0.394
H -2.25041 -1.83225 0.75249 -0.376
H -2.92144 -0.69558 1.88686 -0.212
H -0.72606 -1.84625 2.74088 -0.265
H 0.09578 -1.43895 1.25663 -0.368
H -0.26673 -0.18035 2.30370 -0.527
C 1.31871 1.68504 -1.18375 0.823
C 1.35438 0.33018 -1.95931 0.984
H 1.48514 2.53766 -1.93971 -0.108
H 0.42589 1.75113 -0.54347 -0.253
H 2.27550 1.65298 -0.49530 -0.251
H 0.52042 -0.44228 -1.91346 -0.203
H 2.28404 -0.26310 -1.57975 -0.266
H 1.37622 0.63860 -3.04762 -0.217



Of them, ii has the highest stability.



i | 16
Properties=species:S:1:pos:R:3:mulliken_spin:R:1 method="wB97M-V/def2-TZVPD" homo_energy_ev="1.53 / -7.94" total_charge=-1 s2=0.750 multiplicity=2 homo_lumo_gap_ev="2.794 / 12.477"
C 0.77476 -0.18902 1.67462 1.511
C 0.75156 0.99944 2.64888 1.212
H -0.19531 -0.67878 1.58223 -0.224
H 1.05724 0.07959 0.66421 -0.073
H 1.49545 -0.87659 2.08958 -0.851
H 0.68321 0.64504 3.67914 -0.194
H -0.07180 1.70181 2.52099 -0.396
H 1.67126 1.56698 2.49826 -0.418
C -1.21322 -0.27131 -1.56815 1.358
C -0.29903 -0.53071 -2.75200 1.020
H -1.29372 -1.04271 -0.79943 -0.165
H -0.82401 0.54611 -0.99485 -0.193
H -2.23043 0.01441 -1.83465 -0.743
H -0.69212 -1.38564 -3.31582 -0.255
H 0.67607 -0.87181 -2.39464 -0.264
H -0.13087 0.28049 -3.45636 -0.325



ii | 16
Properties=species:S:1:pos:R:3:mulliken_spin:R:1 method="wB97M-V/def2-TZVPD" homo_energy_ev="1.50 / -7.36" total_charge=-1 s2=0.750 multiplicity=2 homo_lumo_gap_ev="2.773 / 11.803"
C -0.98668 -1.65772 0.09425 0.438
C -0.19114 -2.68446 -0.73048 1.310
H -2.03023 -1.90240 0.28981 -1.070
H -0.39295 -1.58655 1.02069 -0.375
H -0.81229 -0.66058 -0.32566 0.894
H 0.66260 -2.10854 -1.10326 -0.049
H -0.72076 -2.65552 -1.76743 -0.293
H -0.03149 -3.64667 -0.28935 -0.684
C 0.56519 1.57010 -0.16341 1.452
C 0.57132 2.69354 0.87632 0.409
H 1.05235 1.88833 -1.07355 -0.387
H 0.99504 0.56271 0.16578 -0.310
H -0.47358 1.29666 -0.45717 0.136
H -0.38696 3.16886 0.96745 -0.268
H 0.83655 2.26378 1.84613 -0.141
H 1.34303 3.45844 0.64989 -0.061



Of them, i has the highest stability.



i | 13
Properties=species:S:1:pos:R:3:mulliken_charge:R:1 method="wB97M-V/def2-TZVPD" smiles=CCSc1nnon1 homo_energy_ev=-9.39 total_charge=0 homo_lumo_gap_ev=9.759
C 0.74012 -0.94223 1.65556 -1.030
C 1.07715 -0.78197 0.18927 -0.496
C -0.93270 0.42994 -1.22483 0.536
H 1.64259 -0.81918 2.27305 0.308
H 0.42479 -1.96337 1.76994 0.322
H -0.02277 -0.24314 1.97080 0.310
H 1.38155 0.21207 -0.06123 0.382
H 1.80744 -1.49056 -0.03636 0.419
N -2.25867 0.77345 -1.49851 -0.245
N -2.28595 2.00173 -1.59714 -0.068
N -0.17512 1.48638 -1.16322 -0.263
O -1.02717 2.47793 -1.45327 -0.030
S -0.37126 -1.14105 -0.82407 -0.144



ii | 13
Properties=species:S:1:pos:R:3:mulliken_charge:R:1 method="wB97M-V/def2-TZVPD" homo_energy_ev=-8.48 total_charge=0 homo_lumo_gap_ev=6.791
C 0.95675 -1.32030 -0.18696 -0.437
C 0.67651 -0.15337 -0.85130 0.578
C -0.42514 0.53074 -0.39660 -0.035
H -0.89921 0.76951 2.59186 0.276
H -2.15184 -0.45771 2.47844 0.306
H 1.56933 -2.11394 -0.40343 0.527
H 3.07849 0.45105 -0.96626 0.297
H -1.01919 1.31318 -2.76237 0.157
N -1.53957 0.22550 1.77808 -0.712
N -0.70410 -0.34409 0.71033 0.796
N 0.11373 -1.37104 0.79457 -0.912
O 1.59662 0.46543 -1.80931 -0.619
S -1.25237 2.00504 -0.97705 -0.221



iii | 13
Properties=species:S:1:pos:R:3:mulliken_charge:R:1 method="wB97M-V/def2-TZVPD" homo_energy_ev=-9.09 total_charge=0 homo_lumo_gap_ev=9.635
N -0.27259 -1.86832 -1.02307 -0.430
N -0.87774 -0.71749 -0.78399 -0.280
O 1.14231 -0.72998 0.25149 -0.315
S 1.97531 -3.17069 -0.39257 -0.253
C 0.86188 -1.86707 -0.40893 0.581
C -0.07334 -0.10120 0.03724 0.456
N -1.67150 1.93800 0.56397 -0.591
C -0.27698 1.42529 0.44532 -0.322
H 2.94710 -2.41044 0.09333 0.138
H -1.90135 2.76684 -0.06045 0.254
H -2.33738 1.21333 0.32684 0.277
H 0.22953 1.94741 -0.40436 0.216
H 0.25477 1.57431 1.35517 0.268



Of them, iii has the highest stability.



i | 10
Properties=species:S:1:pos:R:3:mulliken_charge:R:1 method="wB97M-V/def2-TZVPD" smiles=c1cncnc1 homo_energy_ev=-9.26 total_charge=0 homo_lumo_gap_ev=9.054
C -1.24280 0.00893 0.18800 -0.559
C -0.45336 1.05193 -0.29586 -0.045
N 0.87844 1.07753 -0.35532 -0.505
C 1.42605 -0.08197 -0.03871 0.018
N 0.78882 -1.26268 0.01199 -0.467
C -0.52661 -1.25610 0.09632 0.071
H -1.37416 0.88567 0.97192 0.251
H -1.02707 1.92436 -0.60658 0.455
H 2.50182 -0.09488 0.08748 0.389
H -0.97114 -2.25278 -0.05924 0.391



ii | 10
Properties=species:S:1:pos:R:3:mulliken_charge:R:1 method="wB97M-V/def2-TZVPD" smiles="C1=C(C2N=N2)C1" homo_energy_ev=-9.07 total_charge=0 homo_lumo_gap_ev=9.716
C -0.11604 -1.26632 0.13089 -0.155
C 0.71731 -0.24351 0.10925 -0.120
C -0.71053 0.09138 -0.17232 -0.652
C 2.00804 0.45564 0.14720 0.318
N 3.21274 -0.20258 0.49054 -0.246
N 3.11235 0.01114 -0.66382 -0.242
H -0.42939 -2.36150 0.27723 0.316
H -1.00666 0.31589 -1.13612 0.207
H -1.38211 0.77460 0.48584 0.181
H 1.90070 1.56304 0.23068 0.395



iii | 10
Properties=species:S:1:pos:R:3:mulliken_charge:R:1 method="wB97M-V/def2-TZVPD" homo_energy_ev=-10.22 total_charge=0 homo_lumo_gap_ev=10.920
N 1.31550 0.39826 -0.65501 -0.508
C 0.38616 0.09999 0.39117 -0.157
C -1.04299 0.26537 0.03644 -0.540
C -2.20414 0.32425 -0.26916 0.275
C 0.79612 -2.38721 1.09508 -0.188
N 0.57147 -1.26829 0.81665 -0.017
H 0.96255 0.24942 -1.58747 0.232
H 1.83850 1.24958 -0.54945 0.223
H 0.61742 0.73357 1.25552 0.268
H -3.24058 0.33505 -0.53377 0.411



Of them, iii has the highest stability.